Record 1
{"formula": "C18H19ClN4O7S", "method": "ωB97M-V with the def2-TZVPD basis set", "homo_lumo_gap_ev": 8.43, "e_above_lowest_kcal_mol": 0.9, "symbols": ["C", "C", "C", "C", "C", "O", "C", "C", "O", "N", "C", "C", "C", "S", "O", "O", "N", "C", "C", "O", "C", "C", "C", "C", "C", "Cl", "C", "N", "O", "O", "N", "H", "H", "H", "H", "H", "H", "H", "H", "H", "H", "H", "H", "H", "H", "H", "H", "H", "H", "H"], "positions_angstrom": [[1.226889, 2.750214, 2.202237], [-0.090299, 2.561310, 1.540543], [-1.254886, 2.259147, 2.257300], [-2.444098, 2.038085, 1.592938], [-2.469578, 2.103096, 0.196292], [-3.567606, 1.960508, -0.589646], [-4.593525, 1.090079, -0.147185], [-4.026355, -0.302617, 0.174284], [-4.421401, -0.972453, 1.096150], [-3.014933, -0.638530, -0.665286], [-2.068048, -1.637981, -0.368284], [-0.781833, -1.245907, -0.017044], [0.181385, -2.187034, 0.273607], [1.810922, -1.594232, 0.717631], [1.646775, -0.280116, 1.287419], [2.485422, -2.581848, 1.503159], [2.546714, -1.559909, -0.787581], [3.985691, -1.762742, -0.772938], [4.703698, -0.454838, -0.429970], [4.341943, 0.572592, -1.325684], [2.951289, 0.818078, -1.293417], [2.169352, -0.451001, -1.646617], [-0.113592, -3.537263, 0.241443], [-1.396801, -3.942164, -0.082185], [-2.373061, -2.999774, -0.389943], [-3.954773, -3.507318, -0.807987], [-1.241014, 2.374798, -0.420325], [-1.100427, 2.292037, -1.861568], [-0.390296, 3.080916, -2.422251], [-1.684116, 1.364726, -2.399681], [-0.115697, 2.617696, 0.220399], [1.852447, 3.407765, 1.606107], [1.709889, 1.772845, 2.254723], [1.113356, 3.142086, 3.208596], [-1.218975, 2.190056, 3.332910], [-3.339463, 1.800823, 2.145593], [-5.295496, 1.027662, -0.982182], [-5.121127, 1.475715, 0.731235], [-2.726607, 0.037898, -1.373087], [-0.533194, -0.199689, 0.067362], [4.198786, -2.529126, -0.029222], [4.283849, -2.111113, -1.766206], [5.785442, -0.567833, -0.518163], [4.443603, -0.168213, 0.600531], [2.761659, 1.605792, -2.023939], [2.647759, 1.160566, -0.295343], [1.098284, -0.286123, -1.544845], [2.388109, -0.748869, -2.677010], [0.657298, -4.248316, 0.489221], [-1.653379, -4.989468, -0.102068]], "forces_ev_per_angstrom": [[0.1411, -0.1364, 0.0832], [-0.3971, -0.0576, 0.2098], [0.1060, 0.0268, -0.2271], [-0.0344, 0.0137, -0.3482], [0.4422, 0.1480, -0.1712], [0.0904, 0.3379, 0.0350], [-0.2422, -0.2831, 0.2081], [-0.0852, 0.4371, -0.1257], [-0.0959, -0.0822, 0.2416], [0.1918, 0.0300, -0.5130], [0.1183, -0.3249, 0.2307], [-0.1726, 0.0031, 0.0123], [0.4272, 0.3370, 0.0990], [-0.3536, -0.2301, -0.4144], [-0.1436, -0.0879, -0.2933], [0.0627, -0.2829, -0.1060], [-0.4512, -0.2754, 0.8592], [0.5748, 0.1024, 0.2988], [0.0675, -0.3051, 0.0151], [0.1251, 0.0105, -0.1571], [-0.2993, 0.0113, -0.0634], [-0.0485, 0.6067, -0.1268], [0.0694, -0.0622, 0.0319], [0.0009, 0.0956, -0.0037], [0.2803, 0.2723, 0.0611], [-0.1652, -0.1626, -0.1002], [-0.2807, -0.0188, 1.4230], [0.0526, -0.0443, -0.5010], [0.0757, 0.2257, -0.1391], [-0.0194, -0.2508, -0.3931], [-0.1037, -0.0721, -0.5649], [0.0389, 0.0781, 0.0117], [0.0981, 0.0786, 0.0904], [0.0445, 0.0598, 0.0906], [0.0000, 0.0028, 0.1182], [-0.1149, -0.0226, 0.0353], [0.0421, 0.0027, 0.1268], [0.1022, -0.1087, -0.0858], [-0.0758, -0.0551, 0.2724], [-0.1006, 0.1741, 0.0050], [0.2029, -0.0227, -0.1338], [-0.0516, 0.0012, 0.0681], [-0.0600, -0.0442, 0.0959], [0.0999, 0.0058, -0.0536], [-0.0822, -0.0420, 0.0654], [0.0465, 0.0444, -0.1649], [-0.0596, 0.1188, -0.2028], [-0.0840, 0.0051, 0.0771], [0.0441, -0.1770, 0.0190], [-0.0239, -0.0807, 0.0045]]}



Record 2
{"formula": "C4H14N2O2", "method": "ωB97M-V with the def2-TZVPD basis set", "homo_lumo_gap_ev": 9.63, "e_above_lowest_kcal_mol": 38.3, "symbols": ["C", "C", "C", "N", "N", "C", "O", "H", "H", "H", "H", "H", "H", "H", "H", "H", "H", "H", "H", "O", "H", "H"], "positions_angstrom": [[0.766123, -1.377635, 1.674564], [0.287778, -0.604997, 0.486684], [-0.958566, 0.243724, 0.991405], [-0.643021, 1.365058, 1.874057], [0.006399, -1.527241, -0.629221], [-0.371353, -0.923882, -1.947683], [-1.244529, 0.202789, -2.064824], [0.033751, -2.155534, 1.934281], [1.697284, -1.939673, 1.445783], [1.021717, -0.688261, 2.484508], [0.890168, 0.302641, 0.280498], [-1.367119, 0.711361, 0.112993], [-1.684533, -0.499148, 1.381874], [0.175787, 1.171708, 2.438146], [-0.417140, 2.145260, 1.271962], [0.953035, -1.793756, -0.905916], [-0.869212, -1.729011, -2.510872], [0.469811, -0.606572, -2.570541], [-2.114428, 0.059776, -1.651500], [1.231297, 2.333587, -1.037262], [0.419910, 2.276142, -1.562927], [1.716848, 3.033658, -1.496002]], "forces_ev_per_angstrom": [[1.2831, -0.9432, -0.2777], [-1.4352, 2.3984, 0.7007], [-0.0784, -1.3262, -0.6848], [-0.0246, -0.5888, -0.0905], [0.4362, 1.6372, -0.7139], [-1.2259, -0.3832, -0.9959], [0.0370, 0.1526, 0.9026], [0.0372, 0.4785, 0.2606], [-0.3148, 0.3304, 0.0960], [-0.2782, -0.3682, 0.1382], [0.8612, -0.9987, -0.5398], [-0.4619, -0.0517, -0.1988], [0.0927, 0.6786, 0.2412], [-0.0634, 0.0745, 0.1025], [0.1982, 0.1407, 0.1907], [-0.1486, -0.7857, 0.4230], [0.3114, -0.0791, 0.2365], [0.3045, 0.0198, 0.4653], [0.5747, -0.3205, -0.2222], [-0.1665, 0.3860, -0.4778], [-0.0094, -0.2939, 0.1817], [0.0707, -0.1575, 0.2625]]}



Which max |F| belongs to each record? In order, 1.5 2.9 eV Å⁻¹.